(1)
Computed, not measured: an isolated molecule of C3H4N2O, with ωB97M-V/def2-TZVPD.

SMILES = Oc1ncc[nH]1
ΔE to the lowest compared entry with this formula, charge and spin = 258.0 kJ/mol
Kohn-Sham gap = 9.673 eV
Highest occupied orbital energy = -9.010 eV
Strongest force on any atom = 2.1 eV/A
DFT total energy = -301.3890 Eh

ORCA input file:
```
! wB97M-V def2-TZVPD RIJCOSX def2/J DEFGRID3
* xyz 0 1
O 2.1645 -0.2235 -0.0452
C 0.8305 -0.1502 -0.0492
N 0.0009 -1.1632 0.0295
C -1.2308 -0.5489 -0.0729
C -1.1729 0.8704 -0.2617
N 0.2087 1.0519 -0.1392
H 2.3849 -1.1678 0.0149
H -2.1446 -1.1449 -0.1294
H -1.7070 0.5247 0.8169
H 0.6658 1.9516 -0.1637
*
```

(2)
Computed, not measured: a 13-piece molecular cluster, C37H100O13 overall, with ωB97M-V/def2-TZVPD.

ΔE to the lowest compared entry with this formula, charge and spin = 512.7 kJ/mol
Kohn-Sham gap = 10.194 eV
Highest occupied orbital energy = -10.024 eV
Strongest force on any atom = 3.5 eV/A
DFT total energy = -2447.6211 Eh

ORCA input file:
```
! wB97M-V def2-TZVPD RIJCOSX def2/J DEFGRID3
* xyz 0 1
C -9.8087 0.2999 1.0686
C -8.4818 -0.4651 1.2681
O -7.5313 -0.1555 0.2243
H -10.2585 -0.0573 0.1423
H -9.6522 1.3764 0.9990
H -10.5279 0.1869 1.8798
H -8.7651 -1.5174 1.2423
H -8.0898 -0.3098 2.2732
H -6.6743 -0.5660 0.3607
C -2.7565 -8.2761 -2.6157
C -1.4724 -7.8340 -1.9628
O -1.1179 -6.5871 -2.5864
H -3.5886 -7.6379 -2.3183
H -2.9413 -9.3210 -2.3667
H -2.6777 -8.2883 -3.7027
H -0.7800 -8.6578 -2.1358
H -1.6539 -7.6789 -0.8992
H -1.2235 -6.5869 -3.5406
C -5.0173 6.5882 -0.8187
C -4.3665 6.7350 -2.1222
C -5.2606 7.0149 -3.2894
O -3.3944 7.7790 -1.9805
H -5.5604 7.4935 -0.5472
H -4.3766 6.3271 0.0236
H -5.7501 5.7910 -0.6938
H -3.8063 5.8314 -2.3625
H -5.8915 6.1448 -3.4710
H -4.7294 7.2270 -4.2173
H -5.9138 7.8771 -3.1549
H -3.8275 8.5846 -1.6890
C 5.0945 7.8164 2.6758
C 3.6752 7.5664 3.2374
C 2.9752 6.5063 2.3796
O 3.7343 7.1228 4.5426
H 5.0202 7.9247 1.5937
H 5.6977 6.9087 2.6916
H 5.5992 8.6633 3.1407
H 3.1893 8.5376 3.1438
H 1.9882 6.2519 2.7660
H 3.6320 5.6430 2.2729
H 2.8032 6.8860 1.3725
H 2.8478 6.8561 4.7967
C 9.1437 -0.6575 -4.0273
C 8.4998 -0.1415 -2.7373
C 8.3773 -1.2741 -1.6623
O 9.3297 0.8652 -2.2589
H 9.4248 0.1561 -4.6960
H 8.4941 -1.3941 -4.5001
H 10.0417 -1.2320 -3.8001
H 7.4552 0.1243 -2.8992
H 9.3401 -1.5339 -1.2223
H 7.9660 -2.2307 -1.9844
H 7.7981 -1.0050 -0.7789
H 9.2329 1.5352 -2.9396
C -3.8776 4.3593 8.4103
C -3.1054 5.2239 7.3577
C -3.4889 6.7171 7.3932
O -1.7488 5.1492 7.6463
H -3.4180 3.3789 8.2852
H -4.9594 4.2325 8.3695
H -3.6932 4.6681 9.4393
H -3.1329 4.8809 6.3235
H -4.5103 6.8777 7.0481
H -2.8481 7.3326 6.7619
H -3.4632 7.0408 8.4337
H -1.6063 4.9173 8.5668
C -5.7132 -5.9813 6.4592
C -4.6843 -4.8148 6.5392
C -3.9559 -4.6933 7.8326
O -3.7411 -5.1616 5.5229
H -5.2804 -6.9347 6.7622
H -6.1444 -6.1073 5.4661
H -6.5080 -5.7327 7.1625
H -5.0971 -3.8364 6.2935
H -3.4714 -5.6224 8.1331
H -4.6480 -4.3867 8.6168
H -3.2085 -3.9003 7.8081
H -3.8530 -4.4994 4.8369
C 0.7509 -0.4142 0.3131
C -0.0663 -0.9549 1.4880
C -0.5406 0.0489 2.5551
O -1.2422 -1.5360 0.9227
H 1.4967 0.3252 0.6046
H 0.1412 0.0911 -0.4359
H 1.3261 -1.2101 -0.1601
H 0.5405 -1.6697 2.0439
H 0.3058 0.6403 2.9043
H -1.0504 -0.4339 3.3888
H -1.1476 0.7799 2.0210
H -0.9144 -2.1159 0.2314
C -6.2918 -1.2318 -7.4547
C -5.8137 -0.8047 -6.0610
C -4.4675 -0.1164 -6.0741
O -6.7232 0.0592 -5.5892
H -6.1641 -0.3287 -8.0514
H -7.2906 -1.6348 -7.6220
H -5.6260 -2.0296 -7.7840
H -5.8028 -1.7634 -5.5424
H -4.3416 0.6465 -6.8423
H -3.6937 -0.8839 -6.0905
H -4.3010 0.3808 -5.1185
H -6.5679 0.1371 -4.6451
C 1.7293 6.7580 -8.2994
C 2.7337 5.9706 -7.5006
C 2.2130 4.5698 -7.1051
O 3.9692 5.9105 -8.2445
H 2.1864 7.6831 -8.6507
H 0.8152 7.0379 -7.7757
H 1.4910 6.2336 -9.2248
H 2.9114 6.4792 -6.5531
H 1.9851 4.0094 -8.0117
H 1.3745 4.6846 -6.4182
H 2.9560 3.9621 -6.5885
H 3.7993 5.6722 -9.1588
C 2.0805 -3.1303 -7.7163
C 1.2320 -3.8997 -8.7629
C 2.1294 -4.7547 -9.6646
O 0.3209 -4.7484 -8.1178
H 1.5957 -2.7551 -6.8150
H 2.6954 -2.2982 -8.0593
H 2.8201 -3.7833 -7.2530
H 0.6904 -3.2386 -9.4394
H 2.6700 -5.3791 -8.9532
H 2.7969 -4.0629 -10.1784
H 1.4870 -5.4050 -10.2584
H -0.2137 -5.1520 -8.8055
C 4.2871 0.6347 9.1756
C 3.3964 -0.5701 8.8781
C 3.7597 -1.2863 7.5887
O 3.3106 -1.3892 9.9838
H 4.4019 1.3586 8.3688
H 5.2822 0.3871 9.5451
H 3.8218 1.3331 9.8712
H 2.4655 -0.0333 8.6956
H 4.8177 -1.5482 7.5897
H 3.6060 -0.6524 6.7154
H 3.0489 -2.1038 7.4676
H 3.0392 -0.7604 10.6565
C 5.2237 -7.2754 0.9804
C 6.0801 -8.4881 1.2890
C 7.5084 -8.2339 0.8685
O 6.0366 -8.6935 2.6729
H 5.6905 -6.3297 1.2557
H 4.2504 -7.3339 1.4677
H 5.0202 -7.2321 -0.0895
H 5.8084 -9.3859 0.7339
H 8.0322 -9.1633 1.0917
H 8.0722 -7.4859 1.4260
H 7.5864 -8.0184 -0.1971
H 5.1629 -8.3952 2.9359
*
```

(3)
Computed, not measured: C5H6O as an isolated structure, with ωB97M-V/def2-TZVPD.

ΔE to the lowest compared entry with this formula, charge and spin = 455.4 kJ/mol
Kohn-Sham gap (spin up / spin down) = 8.042 / 8.042 eV
Highest occupied orbital energy (spin up / spin down) = -7.969 / -7.968 eV
Strongest force on any atom = 1.3 eV/A
DFT total energy = -269.1728 Eh

ORCA input file:
```
! wB97M-V def2-TZVPD RIJCOSX def2/J DEFGRID3
* xyz 0 1
O -1.2249 2.4409 0.4428
C -0.7255 1.5543 -0.1227
C -1.1398 -0.6292 -0.7522
C -0.3350 -0.6882 0.3756
C 1.5159 -0.2095 -0.0794
C 0.5127 0.4951 0.6075
H -1.9841 -1.3080 -0.8459
H -0.7581 -0.2531 -1.6942
H -0.5289 -1.3637 1.2020
H 1.4212 -0.4539 -1.1288
H 2.4934 -0.3853 0.3670
H 0.7531 0.8006 1.6284
*
```

(4)
Computed, not measured: C3H5NO2 as an isolated structure, with ωB97M-V/def2-TZVPD.

ΔE to the lowest compared entry with this formula, charge and spin = 518.7 kJ/mol
Kohn-Sham gap = 8.853 eV
Highest occupied orbital energy = -9.359 eV
Strongest force on any atom = 0.9 eV/A
DFT total energy = -322.3768 Eh

ORCA input file:
```
! wB97M-V def2-TZVPD RIJCOSX def2/J DEFGRID3
* xyz 0 1
N -1.3918 0.9431 0.6270
C -0.7077 1.6992 0.0124
O 0.8591 1.0482 -0.5894
C 1.1359 -0.0768 -0.0661
C -0.4167 -1.4011 -0.0302
O -0.2355 -2.3675 0.6614
H -0.6598 -0.2524 0.4745
H -0.5961 2.6905 -0.3917
H 1.3839 -0.1540 1.0019
H 1.5831 -0.8299 -0.7244
H -0.8794 -1.4522 -1.0430
*
```

(5)
Computed, not measured: C4H8O2 as an isolated structure, with ωB97M-V/def2-TZVPD.

ΔE to the lowest compared entry with this formula, charge and spin = 484.7 kJ/mol
Kohn-Sham gap = 10.115 eV
Highest occupied orbital energy = -9.217 eV
Strongest force on any atom = 0.5 eV/A
DFT total energy = -307.5278 Eh

ORCA input file:
```
! wB97M-V def2-TZVPD RIJCOSX def2/J DEFGRID3
* xyz 0 1
C -0.8369 1.4145 -0.9359
C 0.0699 0.9534 0.1797
O -0.6787 0.5468 1.3497
C 0.4345 -0.4611 0.4121
C -0.2775 -1.5248 -0.3468
O -0.1868 -2.7910 0.2653
H -1.6687 0.7247 -1.0949
H -0.2662 1.4983 -1.8670
H -1.2493 2.4010 -0.7032
H 0.8382 1.6938 0.4211
H 0.1183 -0.1384 1.7284
H 0.1995 -1.5264 -1.3475
H -1.3437 -1.3242 -0.5001
H 0.6599 -2.8064 0.7316
*
```

(6)
Computed, not measured: C56H48N5O5PtS3 as an isolated structure, with ωB97M-V/def2-TZVPD.

ΔE to the lowest compared entry with this formula, charge and spin = 208.9 kJ/mol
Kohn-Sham gap (spin up / spin down) = 8.133 / 6.736 eV
Highest occupied orbital energy (spin up / spin down) = -10.384 / -10.378 eV
Strongest force on any atom = 2.0 eV/A
DFT total energy = -4126.4936 Eh

ORCA input file:
```
! wB97M-V def2-TZVPD RIJCOSX def2/J DEFGRID3
* xyz 1 3
Pt 1.0399 0.1394 -0.6502
C -1.9000 7.4888 2.4927
C -1.4971 6.2626 1.7379
C -0.1593 5.9732 1.4904
C 0.2067 4.7998 0.8501
C -0.7785 3.9127 0.4626
C -2.1175 4.2045 0.6426
C -2.4709 5.3778 1.2793
S -0.3527 2.2536 -0.1748
O -1.4288 1.8966 -1.1027
C -0.7402 1.4783 1.4199
C 0.1014 1.8636 2.4809
C -0.0007 1.2699 3.7015
C -0.9515 0.2509 3.9157
C -1.0410 -0.4077 5.1564
C -1.9811 -1.3753 5.3716
C -2.8722 -1.7148 4.3445
C -2.8111 -1.0914 3.1288
C -1.8524 -0.0881 2.8753
C -1.7495 0.5655 1.6049
C -2.8440 0.3137 0.6400
C -4.1488 0.7230 1.0622
C -4.3482 1.5420 2.1957
C -5.6073 1.8718 2.6125
C -6.7317 1.3960 1.9226
C -6.5734 0.6429 0.7930
C -5.2866 0.2997 0.3260
C -5.1036 -0.4583 -0.8505
C -3.8453 -0.7472 -1.2954
C -2.7223 -0.3594 -0.5504
S -1.1179 -0.8279 -1.2855
O -1.0493 -2.2814 -1.1744
C -1.4284 -0.5431 -3.0432
C -2.0513 0.5836 -3.5509
C -2.2630 0.6791 -4.9142
C -1.8354 -0.3154 -5.7886
C -2.0814 -0.1976 -7.2588
C -1.1715 -1.4161 -5.2572
C -0.9762 -1.5366 -3.8955
H -1.0798 8.1977 2.5613
H -2.2006 7.2166 3.5050
H -2.7515 7.9706 2.0170
H 0.6051 6.6693 1.8031
H 1.2484 4.5796 0.6630
H -2.8616 3.5064 0.2899
H -3.5158 5.6060 1.4288
H 0.7818 2.6856 2.3233
H 0.6316 1.5694 4.5225
H -0.3468 -0.1243 5.9329
H -2.0451 -1.8750 6.3263
H -3.6135 -2.4792 4.5191
H -3.4910 -1.3842 2.3437
H -3.4920 1.9244 2.7293
H -5.7404 2.4991 3.4809
H -7.7177 1.6396 2.2860
H -7.4334 0.2981 0.2376
H -5.9710 -0.7921 -1.4022
H -3.6940 -1.2963 -2.2115
H -2.3767 1.3698 -2.8904
H -2.7722 1.5457 -5.3065
H -3.0311 0.2946 -7.4535
H -2.0848 -1.1757 -7.7313
H -1.2970 0.3965 -7.7263
H -0.8071 -2.1913 -5.9133
H -0.5005 -2.4087 -3.4742
C 5.4056 -2.7000 -1.6106
C 4.6332 -4.0160 -1.6329
C 3.1748 -3.8289 -2.1112
C 2.4382 -5.1859 -2.0951
C 1.0045 -5.0669 -2.5993
C 3.1990 -3.3204 -3.5365
O 3.7013 -3.9209 -4.4498
N 2.5975 -2.0957 -3.7521
C 2.0124 -1.3150 -2.7858
O 1.4937 -0.2361 -3.0952
N 2.0349 -1.7113 -1.5119
C 2.5005 -2.9071 -1.0835
O 2.4520 -3.2468 0.0776
H 6.3590 -2.8324 -1.1042
H 4.8407 -1.9310 -1.0832
H 5.6036 -2.3534 -2.6228
H 4.6043 -4.4464 -0.6305
H 5.1274 -4.7226 -2.3012
H 2.4382 -5.5625 -1.0711
H 2.9972 -5.8807 -2.7248
H 0.4389 -4.3570 -1.9967
H 0.5107 -6.0336 -2.5391
H 0.9890 -4.7453 -3.6399
H 2.5864 -1.7415 -4.7036
S 4.9719 2.5294 -2.3676
C 3.4469 1.7196 -2.3468
N 2.8791 1.6013 -1.1924
C 3.6264 2.1937 -0.2095
C 3.2658 2.2770 1.1305
C 4.1093 2.9099 2.0150
C 5.3231 3.4419 1.5766
C 5.6980 3.3725 0.2498
C 4.8371 2.7585 -0.6498
H 3.0110 1.3505 -3.2572
H 2.3263 1.8374 1.4230
H 3.8346 2.9913 3.0564
H 5.9822 3.9078 2.2923
H 6.6362 3.7843 -0.0798
N 2.9478 -1.8020 2.6302
C 2.7050 -0.8681 1.6983
N 1.4512 -0.8625 1.3055
C 0.8376 -1.9165 1.9542
C -0.4289 -2.4828 1.8463
C -0.7039 -3.5934 2.6177
C 0.2290 -4.1282 3.5083
C 1.4930 -3.5942 3.6213
C 1.7876 -2.5075 2.8149
H 3.8449 -2.0399 3.0162
H 3.4621 -0.1959 1.3352
H -1.1409 -2.1089 1.1328
H -1.6671 -4.0719 2.5284
H -0.0357 -4.9958 4.0916
H 2.2264 -4.0205 4.2865
*
```